Density functional theory data (ωB97M-V with the def2-TZVPD basis set) for a single C4H10O2 molecule.

XYZ file:
```
16
Properties=species:S:1:pos:R:3:forces:R:3
O -0.31791 0.81247 -2.21510 0.035 -0.008 -0.062
O 0.76791 -0.22266 1.01661 0.490 -0.078 -0.072
C 0.82132 -0.98010 2.19128 0.081 -0.230 0.299
C -1.22307 1.43971 -1.34979 -0.320 0.084 0.359
C 0.60333 0.20974 -1.40313 -0.550 -0.776 1.210
C -0.17442 -0.63789 0.07362 1.081 -0.374 -0.858
H 0.97318 -2.04453 1.96441 -0.007 0.085 0.082
H -1.18271 -0.61333 0.62247 0.767 0.631 -1.387
H -0.12645 -1.68473 -0.22227 0.608 -0.435 0.197
H 1.67883 -0.60434 2.75434 -0.147 -0.127 0.041
H 1.21664 0.91834 -0.82990 -0.117 -0.051 -0.077
H -2.11919 1.70204 -1.91561 0.028 -0.059 0.303
H -1.30116 0.65891 -0.55446 -1.430 1.510 -0.648
H -0.08593 -0.87844 2.81048 0.077 0.028 -0.199
H 1.24803 -0.39553 -2.07902 -0.511 -0.278 1.028
H -0.77838 2.32035 -0.86393 -0.086 0.078 -0.218
```
Positions in Å, forces in eV/Å.

Output
Net charge: 0
SMILES: COCCOC
HOMO energy, Eh: -0.3544
Molecular weight, g mol⁻¹: 90.1
F_max, eV/A: 2.18
Electronic energy, a.u.: -308.75389
E_LUMO, Eh: 0.0370